Record 1
{"formula": "C19H39N3O", "method": "ωB97M-V/def2-TZVPD", "e_homo_ev": -3.33, "multiplicity": 1, "mol_weight_g_mol": 325.54, "energy_ha": -986.62540, "e_above_lowest_kj_mol": 0.0, "elements": ["C", "C", "C", "C", "N", "C", "C", "C", "C", "C", "N", "C", "O", "H", "H", "H", "H", "H", "H", "H", "H", "H", "H", "H", "H", "H", "H", "H", "H", "H", "H", "H", "C", "C", "C", "C", "N", "C", "C", "C", "C", "C", "H", "H", "H", "H", "H", "H", "H", "H", "H", "H", "H", "H", "H", "H", "H", "H", "H", "H", "H", "H"], "positions_angstrom": [[6.68029, -3.68078, 0.38494], [5.74751, -4.92352, 0.17641], [4.73256, -4.67644, -0.98974], [3.63291, -3.61114, -0.56764], [2.31230, -4.17990, -0.82646], [1.22414, -3.17168, -0.92564], [-0.04280, -3.64322, -0.13986], [-0.61520, -4.99546, -0.64878], [-1.85502, -5.38028, 0.21486], [-3.06709, -4.40156, 0.03940], [1.60405, -1.89904, -0.23742], [0.93046, -0.98910, -0.67786], [-0.03568, -0.34557, -0.89206], [6.81348, -3.12014, -0.56621], [7.67348, -3.98047, 0.77992], [6.18602, -2.96275, 1.07694], [5.13478, -5.13695, 1.07865], [6.40103, -5.80004, -0.03083], [4.28263, -5.62723, -1.33820], [5.33893, -4.25202, -1.82620], [3.80154, -3.43097, 0.51348], [3.85879, -2.70736, -1.18652], [2.36882, -4.62936, -1.73594], [0.17063, -3.72490, 0.96621], [-0.85883, -2.88779, -0.23887], [0.14042, -5.80666, -0.54528], [-0.85139, -4.90984, -1.73414], [-2.23180, -6.40736, 0.01798], [-1.55126, -5.35191, 1.28181], [-2.86603, -3.48462, 0.63954], [-3.21420, -4.10691, -1.02074], [-4.01375, -4.81488, 0.44842], [-4.43068, 5.97501, -0.20896], [-2.96022, 6.36893, -0.11412], [-2.00380, 5.52077, -0.96421], [-2.16552, 4.00538, -0.95777], [-1.69333, 3.21593, 0.24959], [-0.18372, 3.01414, 0.26202], [0.37306, 4.19890, 1.03136], [-0.72796, 4.59707, 2.01621], [-1.97766, 3.81837, 1.60881], [-2.36015, 1.86822, 0.16160], [-4.60239, 4.93543, 0.07894], [-5.02499, 6.59366, 0.46432], [-4.81109, 6.11925, -1.22215], [-2.65410, 6.36920, 0.93346], [-2.86103, 7.40863, -0.43526], [-0.97426, 5.81123, -0.75209], [-2.16803, 5.82631, -2.00238], [-1.61339, 3.59246, -1.80310], [-3.21023, 3.74287, -1.12339], [0.01595, 2.08720, 0.79996], [0.18734, 2.92686, -0.75612], [0.60929, 5.02330, 0.35916], [1.30204, 3.94312, 1.53897], [-0.89020, 5.67511, 1.99792], [-0.45051, 4.34772, 3.04014], [-2.90281, 4.38647, 1.58106], [-2.11916, 2.99073, 2.30353], [-2.08620, 1.42067, -0.79248], [-3.43786, 2.00955, 0.23277], [-2.01011, 1.24738, 0.98202]], "forces_ev_per_angstrom": [[-0.67, 0.02, 0.18], [-0.02, 0.15, -0.55], [0.62, 0.55, 0.37], [1.11, -1.44, -0.66], [0.28, 0.64, 0.49], [-1.38, -1.14, -0.53], [0.56, -0.07, -0.32], [-0.07, -0.02, 0.58], [-0.60, 0.14, -0.27], [0.39, 0.23, 0.54], [0.72, 1.38, -0.48], [-0.55, -2.38, 1.46], [-0.25, 2.08, -0.57], [0.08, -0.51, 0.47], [-0.62, 0.31, -0.13], [0.51, -0.41, -0.30], [0.61, 0.05, -0.32], [-0.56, 0.38, 0.07], [0.09, 0.50, 0.31], [-0.52, -0.42, 0.30], [-0.39, 0.37, -0.62], [-0.40, -0.16, 0.70], [-0.02, 0.23, 0.18], [-0.11, -0.14, -0.45], [0.63, -0.31, -0.02], [-0.32, 0.62, -0.06], [-0.03, -0.03, 0.67], [0.44, 0.45, -0.07], [-0.13, -0.12, -0.51], [-0.17, -0.41, -0.58], [0.06, -0.22, 0.58], [0.53, 0.05, -0.35], [0.06, 0.08, 0.01], [-0.07, -0.04, 0.22], [0.00, 0.33, 0.04], [0.04, 0.22, -0.12], [0.01, -0.64, 0.16], [0.08, 0.17, 0.15], [0.25, 0.19, -0.20], [-0.05, 0.44, 0.23], [0.08, -0.02, 0.09], [0.05, 0.10, -0.19], [-0.05, 0.01, -0.03], [-0.02, -0.01, -0.07], [-0.02, -0.09, 0.02], [0.01, -0.01, 0.00], [0.08, -0.06, -0.03], [0.01, -0.06, 0.00], [0.02, -0.23, -0.04], [0.02, -0.08, 0.12], [0.02, 0.00, 0.19], [-0.14, -0.06, -0.18], [-0.12, -0.16, 0.02], [-0.01, -0.04, 0.02], [-0.06, -0.12, -0.06], [-0.04, -0.06, -0.03], [-0.08, -0.05, -0.05], [0.04, 0.02, -0.12], [-0.06, -0.09, -0.22], [-0.01, -0.14, 0.11], [0.05, 0.01, -0.02], [0.06, -0.04, -0.12]]}

***

Record 2
{"formula": "C19H39NO3", "method": "ωB97M-V/def2-TZVPD", "e_homo_ev": -10.05, "multiplicity": 1, "mol_weight_g_mol": 329.52, "energy_ha": -1027.63196, "smiles": "C#CCCCOC(=O)OCN.CCCCCC.CCCCCC", "elements": ["C", "C", "C", "C", "C", "O", "C", "O", "O", "C", "N", "H", "H", "H", "H", "H", "H", "H", "H", "H", "H", "H", "C", "C", "C", "C", "C", "C", "H", "H", "H", "H", "H", "H", "H", "H", "H", "H", "H", "H", "H", "H", "C", "C", "C", "C", "C", "C", "H", "H", "H", "H", "H", "H", "H", "H", "H", "H", "H", "H", "H", "H"], "positions_angstrom": [[0.35435, -3.46327, 1.95875], [0.20930, -3.06103, 0.70166], [0.13546, -2.32886, -0.76992], [0.75095, -0.80914, -0.61884], [-0.28934, 0.05602, 0.24013], [-1.30012, 0.74882, -0.59700], [-2.38292, 1.07103, 0.31550], [-2.18090, 1.81755, 1.31603], [-3.65180, 0.48457, 0.03163], [-3.76625, -0.79503, 0.75967], [-4.92304, -1.52458, 0.12207], [0.70223, -3.48855, 3.05927], [-0.94529, -2.28739, -1.17073], [0.80732, -2.91205, -1.50385], [1.04559, -0.34957, -1.62569], [1.69425, -0.94423, 0.04456], [0.23959, 0.89783, 0.84195], [-0.87762, -0.55337, 1.02378], [-3.99991, -0.62169, 1.87782], [-2.79144, -1.41934, 0.63956], [-4.77409, -1.54581, -0.90367], [-4.85863, -2.47961, 0.51415], [2.23920, -1.44799, 6.90643], [2.91305, -0.21641, 6.31802], [1.93092, 0.72446, 5.61685], [1.20962, 0.12160, 4.40727], [2.12941, -0.39880, 3.30034], [2.98635, 0.69247, 2.67406], [1.76769, -2.05966, 6.13356], [2.97689, -2.07342, 7.41693], [1.47582, -1.16321, 7.63530], [3.70957, -0.52207, 5.63289], [3.40176, 0.33388, 7.12917], [2.46652, 1.62957, 5.31151], [1.17560, 1.05454, 6.34048], [0.54283, 0.88331, 3.98637], [0.56039, -0.69472, 4.73769], [1.51015, -0.85109, 2.51744], [2.77458, -1.19812, 3.67828], [2.36033, 1.47638, 2.23902], [3.60576, 0.27311, 1.87585], [3.65637, 1.15094, 3.40484], [-0.27607, 2.73571, -3.26331], [-1.43419, 2.27053, -4.13425], [-1.42323, 0.76117, -4.38537], [-0.19763, 0.24034, -5.14307], [0.03305, 0.87846, -6.51478], [-1.10370, 0.61695, -7.49273], [0.69000, 2.53626, -3.73364], [-0.34279, 3.81381, -3.09216], [-0.29668, 2.23747, -2.29094], [-1.42908, 2.81896, -5.08113], [-2.37293, 2.53229, -3.63429], [-2.33428, 0.48727, -4.92813], [-1.48154, 0.23963, -3.42193], [-0.30287, -0.84385, -5.26874], [0.69887, 0.38526, -4.53275], [0.95807, 0.46991, -6.93678], [0.19343, 1.95624, -6.41524], [-1.24325, -0.45619, -7.64819], [-0.87892, 1.07200, -8.46145], [-2.04677, 1.04073, -7.14020]], "forces_ev_per_angstrom": [[-0.09, 3.20, -6.55], [0.85, -0.99, 5.69], [0.66, -0.25, 0.92], [-0.70, -1.09, 1.41], [1.00, 0.95, 1.00], [-2.30, -0.71, 2.09], [0.94, 2.09, 2.58], [-1.10, -3.38, -4.53], [2.69, -0.04, 0.88], [-0.29, -0.96, -0.23], [1.51, 0.52, 0.62], [-0.97, -0.28, -2.52], [1.73, -0.21, 0.77], [-1.24, 0.73, 1.26], [-0.69, -0.63, 1.48], [-1.51, 0.46, -1.23], [-0.66, -1.51, -1.06], [1.35, 0.50, -1.31], [0.44, -0.11, -1.84], [-1.36, 1.28, 0.26], [0.02, -0.20, 0.96], [-0.29, 0.61, -0.63], [0.18, -0.14, 0.04], [-0.12, 0.13, 0.08], [0.06, 0.08, -0.04], [0.00, -0.06, 0.00], [-0.15, 0.12, -0.03], [0.13, -0.13, -0.10], [-0.01, 0.02, 0.06], [-0.12, 0.00, -0.01], [0.00, -0.04, -0.06], [-0.03, 0.04, -0.01], [0.01, -0.02, -0.09], [-0.05, -0.04, -0.01], [0.07, -0.04, -0.04], [0.03, -0.05, 0.00], [-0.02, 0.02, 0.02], [0.04, -0.04, 0.09], [-0.04, 0.00, 0.02], [0.05, 0.02, 0.05], [-0.01, 0.11, 0.03], [-0.04, 0.02, -0.06], [0.06, 0.20, 0.00], [-0.05, -0.14, 0.14], [-0.09, -0.05, -0.05], [0.02, 0.06, 0.03], [0.06, -0.17, 0.04], [0.03, 0.15, -0.15], [-0.02, 0.02, 0.02], [0.07, -0.08, 0.04], [0.01, 0.03, -0.08], [-0.02, -0.06, 0.00], [0.03, -0.03, -0.07], [0.06, -0.02, 0.00], [0.00, 0.09, -0.03], [0.01, 0.05, -0.03], [-0.01, 0.00, 0.02], [-0.04, 0.07, 0.05], [0.00, -0.04, 0.05], [-0.05, 0.05, 0.02], [-0.09, -0.08, 0.04], [0.03, -0.05, -0.03]]}

***

Record 3
{"formula": "C19H39NO5S2", "method": "ωB97M-V/def2-TZVPD", "e_homo_ev": -8.26, "multiplicity": 1, "mol_weight_g_mol": 425.66, "energy_ha": -1974.59095, "e_above_lowest_kj_mol": 49.0, "smiles": "CC(=O)OCCCCSC(=S)N1CCOCC1.CCOCC.CCOCC", "elements": ["C", "C", "O", "O", "C", "C", "C", "C", "S", "C", "S", "N", "C", "C", "O", "C", "C", "H", "H", "H", "H", "H", "H", "H", "H", "H", "H", "H", "H", "H", "H", "H", "H", "H", "H", "H", "C", "C", "O", "C", "C", "H", "H", "H", "H", "H", "H", "H", "H", "H", "H", "C", "C", "O", "C", "C", "H", "H", "H", "H", "H", "H", "H", "H", "H", "H"], "positions_angstrom": [[4.28553, -2.53068, -0.19767], [2.83720, -2.14837, -0.10019], [1.94406, -2.94295, 0.16201], [2.61201, -0.82186, -0.30948], [1.41093, -0.51506, -1.02745], [0.43269, 0.29030, -0.16754], [-1.02344, -0.07968, -0.41514], [-1.46753, 0.32268, -1.82052], [-2.97809, -0.50952, -2.39492], [-4.00322, -0.49076, -0.92419], [-4.27933, 0.90059, -0.14060], [-4.51230, -1.75861, -0.61469], [-5.69258, -2.12089, -1.42243], [-6.89927, -1.28749, -1.03658], [-7.10576, -1.20207, 0.36329], [-6.31042, -2.08595, 1.11083], [-4.80830, -1.98808, 0.80706], [4.37741, -3.60325, -0.08669], [4.81949, -2.08021, 0.63714], [4.72619, -2.19426, -1.12953], [0.93760, -1.41155, -1.41732], [1.71694, 0.09509, -1.87423], [0.69236, 0.18589, 0.88164], [0.57231, 1.34631, -0.40254], [-1.18069, -1.15023, -0.29814], [-1.62960, 0.46990, 0.29749], [-1.59594, 1.39798, -1.91236], [-0.71180, 0.03075, -2.54648], [-5.86489, -3.18492, -1.30040], [-5.46590, -1.90803, -2.46539], [-6.79393, -0.27147, -1.40992], [-7.78084, -1.70780, -1.52867], [-6.64725, -3.12035, 1.00154], [-6.44885, -1.82964, 2.15791], [-4.38358, -2.95865, 1.07318], [-4.33232, -1.25529, 1.44414], [8.26304, 0.61992, -2.49194], [8.23564, -0.58486, -1.56708], [7.50728, -1.68658, -2.07675], [7.97243, -2.23196, -3.29728], [9.39613, -2.75879, -3.23828], [7.24830, 0.93466, -2.73860], [8.77801, 1.44993, -2.00774], [8.78411, 0.40767, -3.42634], [7.73538, -0.31615, -0.63659], [9.25415, -0.88969, -1.30158], [7.86554, -1.50369, -4.10924], [7.29217, -3.05356, -3.52231], [10.11859, -1.96418, -3.04724], [9.66136, -3.22440, -4.18770], [9.49708, -3.49904, -2.44375], [-3.75646, 2.16979, 3.69688], [-2.91807, 3.31972, 3.16532], [-3.67515, 4.37601, 2.60666], [-4.58546, 5.01667, 3.47890], [-3.93460, 5.66233, 4.69088], [-4.40685, 1.77909, 2.91259], [-3.10739, 1.36550, 4.04600], [-4.38684, 2.47296, 4.53412], [-2.28356, 2.96120, 2.35406], [-2.24799, 3.69991, 3.94545], [-5.37315, 4.32136, 3.79109], [-5.06849, 5.78498, 2.87522], [-3.46504, 4.92544, 5.34400], [-4.68384, 6.19384, 5.27830], [-3.16519, 6.37007, 4.37978]], "forces_ev_per_angstrom": [[-0.17, 0.08, 0.45], [-1.16, -1.06, 0.57], [1.08, 1.24, -0.62], [0.39, -0.73, -0.54], [-0.43, 0.64, 0.28], [0.12, 0.05, -0.32], [0.12, 0.37, -0.25], [-0.16, 0.22, 0.22], [-0.06, -0.48, -0.24], [0.13, 0.04, -0.49], [0.17, 0.08, 0.41], [-0.36, 0.65, 0.66], [0.58, 0.25, -0.30], [-0.23, -0.09, -0.09], [0.07, 0.14, -0.03], [0.23, 0.00, 0.29], [-0.33, -0.62, 0.11], [-0.07, -0.15, -0.11], [0.15, 0.22, -0.06], [0.09, 0.12, -0.06], [0.07, -0.29, 0.19], [0.19, -0.05, -0.12], [-0.01, -0.24, 0.13], [-0.04, 0.16, 0.10], [0.02, -0.13, 0.21], [-0.18, -0.20, 0.17], [0.00, 0.14, 0.13], [-0.08, -0.17, -0.23], [-0.03, -0.16, -0.05], [-0.01, -0.24, -0.18], [0.12, 0.15, 0.00], [-0.13, -0.12, 0.07], [-0.10, -0.10, -0.19], [-0.16, 0.06, 0.08], [0.15, -0.07, -0.01], [0.06, 0.32, -0.18], [-0.02, -0.06, -0.09], [0.08, 0.09, 0.02], [-0.18, -0.07, 0.09], [0.06, -0.04, -0.12], [0.04, 0.08, 0.10], [-0.01, 0.02, 0.02], [-0.01, 0.01, 0.02], [0.05, 0.01, 0.02], [-0.04, -0.05, 0.01], [0.02, 0.01, -0.04], [0.04, 0.02, 0.01], [-0.05, 0.02, 0.05], [0.01, 0.01, -0.06], [-0.02, -0.02, 0.00], [-0.01, -0.03, -0.02], [-0.12, 0.03, -0.01], [0.06, -0.08, 0.08], [0.03, 0.05, -0.15], [-0.09, 0.04, 0.09], [0.10, -0.08, 0.00], [0.03, -0.02, -0.01], [0.02, -0.01, -0.02], [0.05, 0.00, 0.04], [-0.02, 0.04, -0.05], [-0.02, -0.01, 0.03], [0.02, -0.01, 0.04], [0.02, -0.02, -0.06], [-0.05, -0.01, 0.03], [-0.01, 0.02, -0.02], [-0.02, 0.03, -0.01]]}